No. 1
A cluster of 7 separate species, C51H89F4N8O3 in total at a distorted geometry. Source: the Open Molecules 2025 dataset; level of theory: the ωB97M-V functional and the def2-TZVPD basis.

Results
HOMO: -12.02 eV
orbital gap: 0.3323 hartree
total charge: +1
multiplicity: 1
LUMO level: -2.98 eV
E: -83235.245 eV

CARTESIAN COORDINATES (ANGSTROEM)
C1 4.57 4.28 1.49
C2 3.38 3.57 2.03
C3 2.30 2.71 1.10
C4 1.75 1.46 1.99
N1 2.16 0.01 1.63
C5 3.43 -0.13 0.83
C6 4.75 0.48 1.66
N2 5.33 -0.33 2.62
C7 1.02 -1.02 1.42
C8 1.10 -1.97 2.78
C9 -0.03 -3.13 2.91
O1 -0.47 -3.98 1.97
C10 1.11 -1.94 0.08
C11 2.00 -3.28 0.08
O2 1.26 -4.47 -0.47
C12 1.67 -5.70 0.27
C13 0.68 -6.99 -0.12
C14 -0.24 0.11 1.38
C15 -0.16 0.79 -0.13
C16 -1.15 0.18 -1.27
C17 -0.33 0.37 -2.72
F1 -2.42 0.97 -1.48
C18 -1.75 -0.41 1.74
F2 -1.98 -0.68 3.21
F3 -2.83 0.58 1.39
F4 -2.16 -1.68 1.09
C19 0.15 1.37 2.40
O3 0.28 1.10 3.86
C20 -0.77 2.71 2.47
C21 -1.90 2.74 3.68
C22 -3.03 3.93 3.39
C23 -4.40 3.36 2.68
C24 -5.25 2.28 3.58
C25 -6.81 2.05 3.05
C26 -6.89 1.57 1.47
C27 -7.42 0.02 1.27
H1 5.15 5.05 2.18
H2 4.98 4.05 0.42
H3 3.19 3.64 3.21
H4 2.72 2.45 0.04
H5 1.40 3.48 0.91
H6 2.35 1.62 3.01
H7 2.50 -0.31 2.59
H8 3.76 -1.24 0.61
H9 3.32 0.38 -0.25
H10 5.21 1.55 1.41
H11 4.80 -1.25 2.65
H12 2.16 -2.52 2.88
H13 1.04 -1.34 3.80
H14 -0.51 -3.31 3.99
H15 -0.02 -2.29 -0.15
H16 1.42 -1.34 -0.91
H17 2.90 -3.13 -0.69
H18 2.49 -3.64 1.07
H19 2.79 -6.02 0.06
H20 1.58 -5.58 1.44
H21 1.12 -8.02 0.24
H22 -0.31 -6.81 0.52
H23 0.36 -6.98 -1.26
H24 0.94 0.75 -0.59
H25 -0.39 1.96 -0.13
H26 -1.37 -0.96 -1.21
H27 -0.25 1.55 -2.85
H28 0.71 -0.17 -2.70
H29 -1.02 -0.05 -3.56
H30 0.66 1.88 4.35
H31 -0.04 3.62 2.72
H32 -1.34 3.01 1.50
H33 -2.52 1.75 3.78
H34 -1.38 3.05 4.69
H35 -3.32 4.47 4.40
H36 -2.58 4.75 2.67
H37 -5.14 4.28 2.49
H38 -4.17 2.91 1.61
H39 -5.33 2.66 4.70
H40 -4.77 1.20 3.61
H41 -7.49 3.01 3.20
H42 -7.35 1.20 3.68
H43 -5.81 1.62 0.96
H44 -7.60 2.27 0.82
H45 -6.48 -0.65 0.96
H46 -7.85 -0.47 2.25
H47 -8.18 0.00 0.36
C28 -5.27 -7.11 -0.89
C29 -3.92 -6.49 -0.56
C30 -2.82 -6.91 -1.53
C31 -2.64 -8.42 -1.49
N3 -2.50 -9.67 -1.45
H48 -5.25 -8.20 -0.82
H49 -6.03 -6.76 -0.18
H50 -5.59 -6.84 -1.90
H51 -3.64 -6.78 0.46
H52 -4.01 -5.40 -0.57
H53 -1.87 -6.43 -1.26
H54 -3.07 -6.61 -2.55
C32 7.02 7.82 3.08
C33 7.68 7.82 4.45
C34 8.28 6.46 4.82
C35 7.18 5.40 4.85
N4 6.27 4.53 4.87
H55 6.18 7.13 3.03
H56 6.64 8.82 2.84
H57 7.74 7.54 2.30
H58 6.94 8.11 5.20
H59 8.48 8.57 4.47
H60 8.75 6.51 5.81
H61 9.04 6.16 4.10
C36 -2.27 2.11 -8.38
C37 -2.59 0.80 -7.66
C38 -2.26 0.85 -6.17
C39 -0.77 1.11 -5.98
N5 0.46 1.33 -5.82
H62 -1.20 2.34 -8.34
H63 -2.54 2.04 -9.44
H64 -2.82 2.95 -7.94
H65 -2.03 -0.01 -8.14
H66 -3.65 0.58 -7.79
H67 -2.52 -0.10 -5.70
H68 -2.83 1.64 -5.67
C40 11.35 1.75 6.58
C41 10.46 2.24 5.45
C42 10.72 3.70 5.07
C43 10.45 4.60 6.27
N6 10.22 5.34 7.27
H69 11.17 2.31 7.51
H70 11.15 0.70 6.80
H71 12.41 1.85 6.32
H72 9.41 2.11 5.74
H73 10.63 1.61 4.57
H74 10.07 4.00 4.25
H75 11.76 3.84 4.75
C44 0.12 4.61 -12.52
C45 0.78 4.61 -11.14
C46 1.38 3.25 -10.77
C47 0.28 2.20 -10.74
N7 -0.63 1.33 -10.72
H76 -0.72 3.92 -12.56
H77 -0.26 5.61 -12.75
H78 0.84 4.33 -13.30
H79 0.04 4.91 -10.39
H80 1.58 5.37 -11.13
H81 1.85 3.31 -9.78
H82 2.14 2.96 -11.50
C48 -9.40 -10.12 0.69
C49 -10.34 -9.34 -0.23
C50 -9.60 -8.40 -1.18
C51 -8.82 -7.37 -0.37
N8 -8.17 -6.52 0.29
H83 -8.84 -9.45 1.35
H84 -9.97 -10.80 1.33
H85 -8.68 -10.71 0.11
H86 -11.05 -8.77 0.38
H87 -10.93 -10.05 -0.82
H88 -10.31 -7.88 -1.82
H89 -8.91 -8.96 -1.82

***

No. 2
A cluster of 14 separate species, C52H102N2O36 in total at a distorted geometry. Source: the Open Molecules 2025 dataset; level of theory: the ωB97M-V functional and the def2-TZVPD basis.

Results
HOMO: -10.51 eV
orbital gap: 0.4033 hartree
multiplicity: 1
LUMO level: 0.47 eV
E: -132265.834 eV

CARTESIAN COORDINATES (ANGSTROEM)
C1 9.81 20.68 15.15
C2 10.91 19.78 14.56
O1 12.19 20.31 14.88
C3 13.09 19.57 15.60
O2 12.84 18.46 16.06
O3 14.21 20.24 15.74
C4 15.40 19.69 16.35
H1 8.83 20.21 15.12
H2 9.77 21.62 14.60
H3 9.97 20.94 16.19
H4 10.81 19.69 13.48
H5 10.93 18.75 14.93
H6 15.21 19.06 17.22
H7 16.13 20.45 16.62
H8 15.96 19.15 15.59
C5 21.97 13.51 15.71
C6 22.92 13.62 16.91
O4 23.31 12.41 17.53
C7 22.62 11.86 18.53
O5 21.66 12.42 19.10
O6 23.25 10.71 18.91
C8 22.69 10.08 20.06
H9 21.01 13.04 15.95
H10 22.48 12.92 14.94
H11 21.78 14.46 15.22
H12 22.40 14.22 17.66
H13 23.88 14.05 16.64
H14 23.01 9.04 20.00
H15 21.61 10.16 20.15
H16 23.08 10.43 21.01
C9 14.43 16.71 18.78
C10 13.22 16.35 19.71
O7 12.53 17.54 19.86
C11 12.80 18.38 20.82
O8 13.71 18.26 21.65
O9 12.01 19.48 20.79
C12 10.96 19.61 19.87
H17 15.19 17.36 19.21
H18 14.16 16.96 17.75
H19 14.92 15.75 18.60
H20 13.67 15.85 20.57
H21 12.54 15.66 19.22
H22 11.40 20.04 18.98
H23 10.26 20.39 20.16
H24 10.46 18.68 19.60
C13 14.09 17.29 13.22
C14 14.77 16.37 12.22
O10 15.18 15.20 12.92
C15 15.95 14.36 12.24
O11 16.15 14.41 11.04
O12 16.32 13.43 13.09
C16 16.96 12.26 12.61
H25 14.89 17.60 13.90
H26 13.30 16.81 13.80
H27 13.66 18.16 12.72
H28 15.47 17.00 11.67
H29 14.02 16.05 11.49
H30 17.64 12.40 11.76
H31 16.28 11.42 12.46
H32 17.58 11.85 13.41
C17 16.53 20.06 19.94
C18 17.58 19.06 20.41
O13 17.16 18.24 21.45
C19 17.18 16.94 21.24
O14 17.64 16.37 20.29
O15 16.55 16.30 22.18
C20 16.16 16.93 23.46
H33 15.54 19.62 19.82
H34 16.77 20.57 19.01
H35 16.38 20.86 20.67
H36 18.42 19.58 20.86
H37 17.99 18.51 19.56
H38 16.98 17.14 24.15
H39 15.46 16.37 24.07
H40 15.64 17.86 23.22
C21 19.49 16.06 13.25
C22 18.55 17.27 13.41
O16 18.06 17.61 12.16
C23 17.62 18.86 11.93
O17 17.51 19.74 12.80
O18 17.47 19.07 10.60
C24 17.57 18.02 9.54
H41 20.16 16.37 12.44
H42 19.11 15.08 12.96
H43 20.13 15.89 14.11
H44 19.21 18.11 13.65
H45 17.75 17.10 14.13
H46 16.90 17.22 9.87
H47 18.60 17.69 9.40
H48 17.26 18.46 8.60
C25 21.31 21.31 16.47
C26 21.09 19.88 15.99
O19 22.24 19.46 15.18
C27 22.60 18.16 15.21
O20 22.13 17.26 15.89
O21 23.64 18.07 14.39
C28 24.48 16.94 14.28
H49 21.03 21.87 15.58
H50 22.28 21.52 16.91
H51 20.57 21.60 17.21
H52 20.14 19.81 15.46
H53 20.93 19.30 16.90
H54 24.04 16.07 14.75
H55 25.47 17.08 14.72
H56 24.60 16.75 13.21
C29 18.78 10.42 18.01
C30 18.94 11.52 16.97
O22 17.69 12.26 17.00
C31 17.57 13.41 16.40
O23 18.55 14.15 16.08
O24 16.27 13.75 16.44
C32 15.91 14.91 15.83
H57 19.69 9.82 18.13
H58 17.98 9.71 17.79
H59 18.54 10.86 18.98
H60 19.20 11.04 16.03
H61 19.77 12.15 17.31
H62 16.67 15.46 15.27
H63 15.54 15.65 16.54
H64 15.13 14.62 15.12
C33 14.29 26.17 17.65
C34 15.76 26.12 17.20
O25 15.71 25.11 16.28
C35 16.76 24.46 15.90
O26 17.82 24.36 16.50
O27 16.42 23.79 14.81
C36 17.32 22.80 14.31
H65 13.92 25.36 18.28
H66 13.58 26.24 16.83
H67 14.16 27.06 18.27
H68 16.48 25.97 18.01
H69 16.02 27.12 16.85
H70 17.47 22.00 15.02
H71 18.28 23.24 14.03
H72 17.00 22.50 13.31
C37 22.28 17.28 24.77
C38 21.58 18.63 24.72
O28 21.98 19.51 23.65
C39 21.52 19.25 22.38
O29 20.55 18.57 22.08
O30 22.25 19.94 21.49
C40 22.02 19.88 20.08
H73 23.27 17.36 24.32
H74 21.71 16.52 24.22
H75 22.38 16.91 25.79
H76 21.88 19.15 25.63
H77 20.51 18.45 24.79
H78 21.23 20.62 19.92
H79 21.69 18.88 19.81
H80 22.86 20.25 19.49
C41 25.82 20.46 18.38
C42 25.52 19.45 17.29
O31 24.47 18.61 17.77
C43 24.69 17.67 18.67
O32 25.74 17.40 19.23
O33 23.52 16.96 18.77
C44 23.46 15.86 19.72
H81 26.32 19.88 19.15
H82 24.95 20.95 18.83
H83 26.48 21.26 18.04
H84 26.41 18.83 17.16
H85 25.08 19.79 16.35
H86 23.96 14.94 19.42
H87 22.39 15.71 19.90
H88 23.88 16.21 20.66
C45 20.80 9.87 23.47
C46 19.97 10.69 22.39
O34 18.95 11.39 23.02
C47 19.07 12.73 23.42
O35 18.35 13.27 24.24
O36 19.95 13.42 22.70
C48 20.01 14.83 22.82
H89 21.64 9.31 23.05
H90 20.10 9.18 23.93
H91 21.32 10.44 24.24
H92 19.44 9.98 21.76
H93 20.58 11.24 21.67
H94 20.98 15.26 22.56
H95 19.84 15.23 23.82
H96 19.37 15.28 22.06
C49 16.25 12.82 19.87
C50 15.89 11.47 19.59
N1 15.67 10.37 19.32
H97 16.03 13.36 18.95
H98 17.31 12.91 20.13
H99 15.67 13.18 20.71
C51 19.87 16.47 18.23
C52 18.92 17.41 17.58
N2 18.18 18.13 17.02
H100 20.24 16.79 19.21
H101 20.76 16.38 17.61
H102 19.45 15.47 18.34